Arrangement i

Here is 5 unconnected molecules or ions with the total composition C4H14N2O4 from the OMol25 dataset. Energies are from ωB97M-V/def2-TZVPD.

Geometry (Å):
C1 0.65440 -1.28200 3.13241
C2 0.79388 -0.88179 1.73433
C3 1.37158 0.25785 1.16050
N1 1.26014 0.19785 -0.21923
C4 0.67603 -0.97752 -0.50943
N2 0.35989 -1.66964 0.66531
H1 1.63894 -1.46035 3.65969
H2 0.10386 -0.52584 3.73100
H3 0.14036 -2.26525 3.27114
H4 1.85909 1.09275 1.70488
H5 0.46458 -1.36162 -1.53519
H6 -0.02650 -2.56072 0.72093
O1 -2.19483 0.64359 0.31258
H7 -2.51860 0.70130 1.20141
H8 -1.51010 -0.02297 0.31422
O2 -0.81096 -0.84567 -3.16469
H9 -0.39213 0.03178 -3.04814
H10 -1.13594 -0.87066 -4.01626
O3 -0.80708 2.66396 -0.82400
H11 -1.43100 1.98695 -0.49970
H12 -0.01141 2.50007 -0.31880
O4 0.46459 1.49025 -2.86470
H13 1.17096 1.13292 -2.31155
H14 -0.11974 2.02478 -2.29672

Summary:
Structure (SMILES): Cc1cnc[nH]1.O.O.O.O

=====

Arrangement ii

Here is 3 unconnected molecules or ions with the total composition C4H14N2O4 from the OMol25 dataset. Energies are from ωB97M-V/def2-TZVPD.

Geometry (Å):
N1 -1.67765 -1.94594 -1.77673
C1 -1.97636 -2.38872 -0.43410
N2 -1.07992 -1.88832 0.66952
C2 -0.49989 -0.55672 0.48138
C3 0.61906 -0.33134 -0.45969
O1 0.77622 -0.59511 -1.60248
C4 -0.08557 0.20679 1.80226
O2 -0.22442 1.59911 1.49167
H1 -0.60478 -2.03550 -2.12975
H2 -2.16138 -0.97295 -1.95620
H3 -1.78058 -3.45280 -0.32958
H4 -3.02529 -1.93416 -0.34015
H5 -0.38583 -2.56031 0.97399
H6 -1.42074 0.08972 0.17323
H7 1.47309 0.22528 -0.10853
H8 -0.75619 -0.03195 2.60169
H9 0.99949 0.13829 2.00363
H10 -0.63886 1.98079 2.29250
O3 1.04538 2.88661 -0.38665
H11 0.92395 2.60134 -1.22058
H12 0.36116 2.76426 0.21188
O4 3.56749 2.24316 -0.81059
H13 3.75208 1.34690 -0.69641
H14 2.79953 2.61153 -0.45032

Summary:
Structure (SMILES): NCN[C@H](C=O)CO.O.O

=====

The structure with the greatest stability is arrangement i.

=====

Arrangement i

Here is a molecular structure, C5H6NO2S from the OMol25 dataset. Energies are from ωB97M-V/def2-TZVPD.

Geometry (Å):
C1 -0.84717 -0.43253 -1.17369
C2 0.11566 -0.59034 -2.09203
C3 -0.27051 -0.77168 1.21174
C4 1.13397 -0.35597 1.52039
C5 0.95272 0.79213 -0.06556
N1 -0.49815 0.32482 0.05932
O1 -1.11595 -1.48079 1.62084
O2 -1.28530 1.42140 0.32959
S1 1.60757 0.08750 -1.56989
H1 -1.91375 -0.45044 -1.26357
H2 0.04875 -0.87548 -3.13242
H3 1.28331 0.41788 2.28114
H4 1.78709 -1.19965 1.21718
H5 1.03650 1.91719 0.14177
H6 -2.03474 1.19597 0.91519

Summary:
Net charge: +1

=====

Arrangement ii

Here is 2 unconnected molecules or ions with the total composition C5H6NO2S from the OMol25 dataset. Energies are from ωB97M-V/def2-TZVPD.

Geometry (Å):
C1 -0.57962 -1.61796 0.78903
C2 0.26207 -2.24969 -1.43178
C3 0.53282 -0.88928 0.26818
C4 -1.07796 2.56139 -0.86943
C5 1.18508 0.11460 1.00357
N1 0.97455 -1.33312 -0.92010
O1 -0.51988 1.56647 -0.46457
O2 0.57408 0.58141 2.00200
S1 -1.07813 -2.71566 -0.40418
H1 -1.09257 -1.58572 1.80344
H2 0.45310 -2.66328 -2.32548
H3 -0.80830 3.63934 -0.73894
H4 -1.85742 2.57286 -1.75271
H5 2.08588 0.58099 0.75633
H6 0.94630 1.43766 2.28463

Summary:
Net charge: +1

=====

The structure with the greatest stability is arrangement ii.

=====

Arrangement i

Here is 2 unconnected molecules or ions with the total composition C2H4F2S2 from the OMol25 dataset. Energies are from ωB97M-V/def2-TZVPD.

Geometry (Å):
C1 0.89451 -1.51187 -0.02705
C2 1.71029 -0.36647 -0.43624
F1 1.12720 0.45782 -1.42741
F2 1.67005 0.41906 0.70907
S1 -2.03459 1.21402 -0.26657
S2 -2.31943 -0.70788 0.19500
H1 -0.11434 -1.60399 -0.48086
H2 1.21772 -2.12254 0.73315
H3 2.85934 -0.54932 -0.71710
H4 -2.14753 0.96395 -1.64775

=====

Arrangement ii

Here is C2H4F2S2 in the gas phase from the OMol25 dataset. Energies are from ωB97M-V/def2-TZVPD.

Geometry (Å):
F1 0.83362 0.24955 1.47020
C1 -0.44418 0.00302 1.48942
F2 -1.08415 0.65057 2.47753
C2 -1.34663 0.29127 0.08897
S1 -1.06482 -0.75438 -1.39479
S2 0.91145 -1.27027 -1.71785
H1 -0.55400 -1.09444 1.66160
H2 -2.44450 0.05476 0.30670
H3 -1.37059 1.38463 0.03242
H4 0.97428 -0.28779 -2.64199

Summary:
Structure (SMILES): FC(F)CSS

=====

The structure with the greatest stability is arrangement ii.

=====

Arrangement i

Here is a molecular structure, C2H10NO from the OMol25 dataset. Energies are from ωB97M-V/def2-TZVPD.

Geometry (Å):
N1 1.57509 1.67940 -0.83284
H1 2.34770 1.30780 -0.30379
H2 0.79633 0.79147 -0.29741
H3 1.39223 2.66271 -0.67742
H4 2.01954 1.55923 -1.73949
C1 -0.49272 -1.26205 0.11609
O1 0.62679 -0.24683 0.54125
C2 -1.86726 -0.93994 0.49466
H5 -0.47831 -1.36563 -1.03272
H6 -0.09536 -2.12725 0.64575
H7 0.72431 0.14536 1.50722
H8 -2.17070 -0.13182 -0.23687
H9 -2.55474 -1.75684 0.36054
H10 -1.82289 -0.31559 1.45503

Summary:
Net charge: +1

=====

Arrangement ii

Here is 2 unconnected molecules or ions with the total composition C2H10NO from the OMol25 dataset. Energies are from ωB97M-V/def2-TZVPD.

Geometry (Å):
C1 0.11342 -0.01128 0.90323
C2 1.18972 0.34952 -0.06084
N1 1.24934 -0.83100 -1.09717
H1 -0.84361 -0.58213 0.67397
H2 0.32802 -0.12912 2.11613
H3 -0.37669 0.90004 1.20458
H4 0.94356 1.35543 -0.52426
H5 2.17453 0.46091 0.21494
H6 2.24005 -0.90090 -1.47679
H7 0.65076 -0.73928 -1.92576
H8 1.11685 -1.71030 -0.61979
H9 -2.84868 1.24997 0.57866
H10 -3.35119 0.12696 -0.25198
O1 -2.58609 0.46116 0.26508

Summary:
Net charge: +1

=====

The structure with the greatest stability is arrangement i.